A | C4H14O2S | the ωB97M-V functional and the def2-TZVPD basis

Last column: Mulliken spin population.
CARTESIAN COORDINATES (ANGSTROEM)
C1 2.03001 1.43065 2.35166  0.002
C2 1.61153 2.10396 0.90138  0.020
C3 1.26217 1.11137 -0.07631  -0.039
S1 -0.45258 0.31099 -0.02832  0.922
C4 -0.77216 0.27132 -1.84276  -0.029
H1 3.03273 0.93174 2.09528  0.000
H2 1.20203 0.65017 2.28558  0.004
H3 2.12476 2.03850 3.20028  0.000
H4 0.92767 2.98232 1.17559  -0.003
H5 2.45512 2.54312 0.43561  0.005
H6 0.95916 1.61100 -1.00609  0.029
H7 2.15343 0.46390 -0.34032  0.024
H8 -1.78784 0.08064 -2.05142  -0.003
H9 -0.17189 -0.27148 -2.53569  0.020
H10 -0.76246 1.38376 -2.07572  0.047
H11 1.02374 -1.36411 -4.96526  0.000
H12 2.14608 -0.41829 -4.61446  0.000
O1 1.85896 -1.32348 -4.48634  0.000
H13 -3.86401 -3.19216 4.16974  0.000
H14 -4.88261 -2.85632 3.12722  0.000
O2 -4.62196 -3.55933 3.67996  0.000

HOMO level (spin up / spin down): -13.488 / -13.488 eV
Orbital gap (spin up / spin down): 9.87 / 5.05 eV
2S+1: 2
Total charge: +1

=====

B | C4H14O2S | the ωB97M-V functional and the def2-TZVPD basis

Last column: Mulliken spin population.
CARTESIAN COORDINATES (ANGSTROEM)
C1 -2.52279 0.44156 -0.99503  -0.007
C2 -2.05231 -0.26850 0.31699  0.018
C3 -0.54519 -0.60488 0.43090  -0.056
S1 0.34677 0.91302 -0.22621  0.935
C4 2.06490 0.24950 -0.16321  -0.037
H1 -2.44344 -0.33714 -1.73159  0.002
H2 -3.62977 0.68538 -0.97202  0.003
H3 -2.02821 1.33773 -1.40443  0.006
H4 -2.55465 -1.14691 0.68221  -0.001
H5 -2.07713 0.48029 1.13592  -0.002
H6 -0.39791 -1.48826 -0.34880  0.036
H7 -0.37465 -0.74820 1.46885  0.019
H8 2.09628 -0.37825 -1.04218  0.047
H9 2.67016 1.14155 -0.31083  0.001
H10 2.20867 -0.32538 0.84815  0.024
H11 1.09229 3.38849 1.54529  -0.002
H12 0.36200 4.25914 0.44975  -0.001
O1 0.41903 4.06932 1.40182  0.016
H13 2.62835 -4.43030 0.18525  0.000
H14 1.97449 -3.53156 -0.89362  0.000
O2 2.76312 -3.70660 -0.37721  0.000

HOMO level (spin up / spin down): -14.702 / -14.702 eV
Orbital gap (spin up / spin down): 10.95 / 6.32 eV
2S+1: 2
Total charge: +1

=====

Energy comparison, zero being the most stable, in eV: A 0.614; B 0.000.

=====

A | C5H16NOS | the ωB97M-V functional and the def2-TZVPD basis

Last column: Löwdin charge in e.
CARTESIAN COORDINATES (ANGSTROEM)
C1 -0.81159 1.36378 2.06006  -0.083
C2 0.13238 1.22292 0.88190  -0.321
C3 0.95791 0.02743 1.00760  -0.273
C4 1.81499 -0.24994 -0.29368  -0.391
S1 0.72628 -0.06650 -1.76448  1.029
C5 2.04483 0.00938 -3.09489  -0.276
N1 -1.92138 -2.10163 0.46709  0.263
H1 -1.44387 2.20938 2.03103  0.069
H2 -0.25140 1.58897 2.98292  0.101
H3 -1.52554 0.59083 2.19943  0.054
H4 0.67678 2.11327 0.68701  0.124
H5 1.53714 0.21516 1.87709  0.110
H6 0.24375 -0.97325 0.98529  0.149
H7 2.64327 0.46243 -0.37169  0.101
H8 2.03316 -1.34173 -0.35961  0.104
H9 2.37730 -1.00652 -3.31090  0.063
H10 2.78863 0.76033 -2.89372  0.055
H11 1.50965 0.30935 -3.95586  0.021
H12 -1.83512 -2.68243 -0.31726  0.051
H13 -2.54108 -2.51063 1.06245  0.031
H14 -0.49170 0.87351 0.05052  0.029
H15 -2.34695 -1.02458 0.26017  -0.012
H16 -3.62113 0.03236 -0.22807  0.058
O1 -2.69632 0.17811 0.03759  -0.056

HOMO level: -12.918 eV
Orbital gap: 3.54 eV
Total charge: +1

=====

B | C5H16NOS | the ωB97M-V functional and the def2-TZVPD basis

Last column: Löwdin charge in e.
CARTESIAN COORDINATES (ANGSTROEM)
C1 -0.95907 2.30123 -0.00402  -0.053
C2 0.12781 1.22417 0.19338  -0.359
C3 -0.07027 -0.05125 -0.77391  -0.156
C4 0.90081 -1.21737 -0.50990  -0.455
S1 2.43240 -0.84891 0.34619  0.821
C5 3.28251 -2.45150 0.39969  -0.381
N1 1.44924 1.92700 -0.11611  0.126
H1 -0.75693 3.09834 0.77314  0.098
H2 -1.95773 1.86529 0.26637  0.109
H3 -0.95941 2.89197 -0.96827  0.108
H4 0.19957 0.84981 1.14915  0.107
H5 -1.14233 -0.27128 -0.81990  0.118
H6 0.05427 0.26733 -1.91790  0.159
H7 0.44733 -1.84899 0.22959  0.078
H8 1.17865 -1.70948 -1.33692  0.039
H9 3.85919 -2.60392 -0.61963  0.083
H10 2.46721 -3.14726 0.54288  0.016
H11 4.06302 -2.76067 1.27101  0.114
H12 2.32616 1.15788 -0.09824  0.095
H13 1.25642 2.36624 -1.02438  0.150
H14 1.60450 2.67091 0.62207  0.183
H15 -6.92913 -1.83464 1.13555  0.083
H16 -6.71013 -0.59512 0.48482  -0.015
O1 -6.16407 -1.27977 0.77535  -0.068

HOMO level: -12.595 eV
Orbital gap: 9.57 eV
Total charge: +1

=====

Energy comparison, zero being the most stable, in eV: A 6.330; B 0.000.

=====

A | C16H54N8O11 | the ωB97M-V functional and the def2-TZVPD basis

Last column: Löwdin charge in e.
CARTESIAN COORDINATES (ANGSTROEM)
C1 -4.67071 2.47880 -1.35942  -0.095
C2 -5.98913 1.74525 -1.32510  -0.316
O1 -6.12076 1.27567 0.00472  -0.096
H1 -4.53044 3.14632 -2.19737  0.059
H2 -3.83500 1.75966 -1.36210  0.067
H3 -4.57130 3.20420 -0.51884  0.077
H4 -6.14572 0.88901 -2.01165  0.116
H5 -6.80245 2.42921 -1.52190  0.101
H6 -5.35857 0.71797 0.15486  0.010
C3 5.10433 2.49305 -0.32050  -0.098
C4 3.87900 2.90309 -1.12003  -0.295
O2 2.76922 2.53181 -0.34787  -0.127
H7 5.06617 2.80740 0.76043  0.093
H8 6.02513 2.87482 -0.78379  0.072
H9 5.24502 1.38451 -0.32080  0.066
H10 3.97965 2.46951 -2.18038  0.140
H11 3.83307 3.96903 -1.19428  0.105
H12 2.83629 1.60936 -0.19424  -0.005
C5 -1.76217 4.71057 -1.20482  -0.090
C6 -2.45564 5.42772 -0.09814  -0.342
O3 -1.53947 5.39646 0.93110  -0.098
H13 -0.74686 5.08604 -1.43172  0.089
H14 -2.41269 4.67392 -2.06143  0.061
H15 -1.61119 3.60634 -0.91523  0.092
H16 -3.33416 4.86597 0.21749  0.098
H17 -2.84942 6.43808 -0.32817  0.126
H18 -2.04004 5.66871 1.72988  0.133
C7 -0.25772 0.80223 -1.22752  -0.061
C8 0.33870 -0.66386 -1.50192  -0.287
O4 0.06893 -1.52004 -0.45742  -0.089
H19 -0.20249 1.04735 -0.11558  0.059
H20 -1.32547 0.84404 -1.51311  0.053
H21 0.39226 1.57442 -1.71502  0.074
H22 1.42029 -0.69264 -1.67425  0.090
H23 -0.11365 -1.02079 -2.43133  0.114
H24 0.50033 -1.27218 0.29440  -0.005
C9 -2.53363 -3.64230 -2.64545  -0.071
C10 -2.50975 -3.89354 -1.15545  -0.314
O5 -1.92021 -5.16809 -1.06538  -0.093
H25 -3.18620 -4.33069 -3.19122  0.090
H26 -1.55836 -3.67124 -2.99778  0.034
H27 -2.77805 -2.58975 -2.81484  0.079
H28 -3.54747 -3.82131 -0.79985  0.127
H29 -1.84639 -3.21212 -0.67461  0.074
H30 -1.86330 -5.43209 -0.14853  0.095
C11 3.43059 -0.73223 0.82032  -0.566
O6 2.33554 0.12700 0.61654  -0.130
N1 3.67809 -1.79760 0.10979  0.189
N2 4.29179 -0.59445 1.76487  0.161
H31 3.28616 -2.00279 -0.79772  0.053
H32 4.26288 -2.53859 0.51307  0.131
H33 4.30196 0.19455 2.43900  0.143
H34 5.26030 -0.95983 1.59704  0.153
C12 0.16664 -0.80298 2.70795  -0.649
O7 -0.89208 -1.71462 2.65432  -0.129
N3 1.36486 -1.14286 3.04676  0.172
N4 -0.00564 0.46213 2.55557  0.193
H35 1.52830 -2.19377 2.87062  0.098
H36 2.13395 -0.49619 2.90382  0.076
H37 -0.90021 0.66804 2.17367  0.100
H38 0.69057 1.22626 2.49978  0.058
C13 0.98180 3.55860 2.34965  -0.678
O8 0.60999 4.38852 3.36232  -0.120
N5 1.80328 2.56976 2.50174  0.118
N6 0.60025 3.74007 1.13344  0.176
H39 2.10647 2.34037 3.45721  0.146
H40 2.16214 2.06424 1.68542  0.075
H41 -0.17901 4.44659 1.05994  0.083
H42 1.12480 3.27283 0.34313  0.110
C14 1.91843 -4.10620 -1.77536  -0.622
O9 2.66209 -3.02483 -2.02586  -0.096
N7 2.36687 -5.32511 -1.83413  0.172
N8 0.62706 -4.06048 -1.51655  0.200
H43 3.34088 -5.34105 -2.07387  0.117
H44 1.71625 -6.12153 -1.82588  0.141
H45 0.30405 -3.11942 -1.38163  0.065
H46 -0.06187 -4.76709 -1.41007  0.074
C15 -3.05934 -0.90083 0.39468  -0.121
O10 -4.14557 -0.22001 1.02686  -0.083
H47 -3.24609 -1.15410 -0.65139  0.085
H48 -2.74671 -1.76129 0.90830  0.047
H49 -2.16968 -0.28092 0.39231  0.047
H50 -3.82869 0.10744 1.82667  0.063
C16 1.75138 -3.87435 1.44026  -0.179
O11 1.88961 -3.86746 2.81426  -0.099
H51 1.07534 -4.69034 1.14272  0.100
H52 2.71851 -3.84553 0.91387  0.077
H53 1.20901 -3.02034 1.18957  0.033
H54 2.49505 -4.60947 2.91111  0.103

HOMO level: -8.554 eV
Orbital gap: 8.34 eV

=====

B | C16H54N8O11 | the ωB97M-V functional and the def2-TZVPD basis

Last column: Löwdin charge in e.
CARTESIAN COORDINATES (ANGSTROEM)
C1 14.96000 18.82100 19.15200  -0.082
C2 16.07500 19.78100 19.52900  -0.284
O1 17.30400 19.11000 19.83900  -0.108
H1 14.75000 18.36900 20.09900  0.063
H2 15.14400 17.97000 18.45300  0.071
H3 14.02600 19.28200 18.85300  0.058
H4 15.93000 20.37800 20.42300  0.118
H5 16.30100 20.52900 18.72200  0.093
H6 17.12600 18.60500 20.63700  0.090
C3 16.40500 15.00500 13.31000  -0.076
C4 16.11400 14.68300 14.72500  -0.362
O2 15.19000 15.60400 15.13300  -0.074
H7 16.26200 16.01600 13.04300  0.055
H8 15.72700 14.53200 12.61200  0.086
H9 17.39800 14.67000 13.03100  0.090
H10 16.99400 14.55500 15.35000  0.101
H11 15.71500 13.65100 14.77500  0.128
H12 15.05500 15.34200 16.06000  0.124
C5 18.44000 17.03300 15.57000  -0.072
C6 18.47000 16.72000 17.04700  -0.309
O3 19.74100 16.93000 17.63000  -0.063
H13 19.29500 16.67800 14.93700  0.107
H14 18.47600 18.13500 15.54500  0.040
H15 17.52600 16.84700 15.00500  0.049
H16 18.13600 15.68700 17.15000  0.104
H17 17.83700 17.33600 17.63800  0.086
H18 20.42900 16.49800 17.14400  0.083
C7 14.57600 22.83100 17.94100  -0.045
C8 14.49000 23.08900 16.43100  -0.314
O4 13.24400 22.78000 15.89700  -0.140
H19 14.38400 21.77700 18.05700  0.042
H20 13.90900 23.45300 18.49000  0.061
H21 15.59400 22.93000 18.38900  0.082
H22 15.28400 22.56300 15.89500  0.080
H23 14.60000 24.10000 16.11400  0.108
H24 13.34300 22.98200 14.88700  0.108
C9 11.91400 17.90800 12.56400  -0.103
C10 12.81200 16.80000 12.81300  -0.335
O5 13.99700 17.32400 13.31500  -0.122
H25 12.23900 18.70600 11.82400  0.115
H26 11.60400 18.36300 13.47500  0.043
H27 11.00700 17.45500 12.12700  0.104
H28 13.02200 16.17700 11.99500  0.101
H29 12.32500 16.17100 13.62200  0.144
H30 14.52900 16.64400 13.75100  0.034
C11 18.69600 20.87600 16.96200  -0.573
O6 17.97200 21.98300 17.41000  -0.137
N1 19.07300 20.80200 15.69000  0.142
N2 19.18000 19.92100 17.73200  0.181
H31 18.80500 21.49000 14.96100  0.084
H32 19.45500 19.91500 15.29500  0.122
H33 18.74900 19.84800 18.66900  0.096
H34 19.54200 18.98600 17.39000  0.106
C12 17.21400 22.58700 13.80600  -0.655
O7 17.06200 23.10400 12.56500  -0.109
N3 17.75400 23.20700 14.82800  0.158
N4 16.90100 21.33900 14.03100  0.145
H35 18.01600 24.19500 14.68800  0.143
H36 17.78200 22.85300 15.77200  0.046
H37 16.33300 21.03900 13.24500  0.033
H38 16.75500 20.85200 14.93600  0.100
C13 14.12000 21.02600 12.91800  -0.544
O8 13.73300 22.34200 13.02000  -0.087
N5 13.50100 20.10300 13.59800  0.139
N6 15.13100 20.47000 12.22600  0.137
H39 12.74100 20.45900 14.20600  0.070
H40 13.66700 19.06000 13.53700  0.090
H41 15.38700 21.12700 11.47500  0.145
H42 15.30200 19.46200 12.15900  0.136
C14 10.65700 20.94900 14.56500  -0.676
O9 9.77800 19.97600 14.12700  -0.138
N7 10.64300 22.14200 14.03200  0.154
N8 11.54700 20.71000 15.43700  0.147
H43 10.10100 22.16300 13.06000  0.185
H44 11.26500 22.95700 14.17200  0.111
H45 11.52500 19.80300 15.86800  0.082
H46 12.18800 21.49000 15.77900  0.109
C15 12.15800 17.67900 16.89900  -0.148
O10 10.83000 18.09400 16.68200  -0.118
H47 12.74000 17.61900 15.95500  0.081
H48 12.16100 16.63200 17.16400  0.074
H49 12.54600 18.31700 17.68000  0.066
H50 10.33000 18.14700 17.50700  0.102
C16 15.57800 18.90400 16.05700  -0.184
O11 14.86400 20.09000 15.94500  -0.097
H51 16.57300 19.11600 16.47000  0.075
H52 15.79100 18.53100 15.05700  0.073
H53 15.20800 18.02000 16.50300  0.038
H54 14.31700 20.03600 15.15300  0.016

HOMO level: -8.504 eV
Orbital gap: 8.31 eV

=====

Energy comparison, zero being the most stable, in eV: A 0.000; B 0.582.